# C6H4O

A cluster of 2 separate species, C6H4O in total (the ωB97M-V functional and the def2-TZVPD basis, OMol25).

Last column: natural (NBO) charge in e.
Geometry (Å):
C (0.24, 1.99, 0.89)  -0.424
C (-1.03, 2.00, 1.13)  0.083
C (1.46, -1.32, -0.70)  -0.048
C (1.40, -0.19, -0.36)  -0.120
C (1.74, 2.11, 0.91)  -0.096
C (1.34, 1.02, 0.33)  0.083
O (-1.72, -0.95, 0.37)  -0.964
H (1.28, -2.34, -0.95)  0.247
H (-1.19, -0.20, 0.40)  0.473
H (2.37, 2.92, 1.23)  0.270
H (-2.64, -0.89, 0.84)  0.495

Results
HOMO energy: -9.0 eV
Net charge: 0
Frontier orbital gap: 8.359 eV

---

# C17H34FeO17Rb2

A structure of composition C17H34FeO17Rb2 (the ωB97M-V functional and the def2-TZVPD basis, OMol25).

Last column: Löwdin spin population.
Geometry (Å):
Fe (2.28, -1.92, 1.45)  3.820
Rb (2.86, -0.17, -2.73)  0.001
Rb (-1.34, 1.38, 4.09)  -0.001
O (0.79, -0.55, 2.29)  0.663
C (0.28, 0.06, 1.13)  0.104
C (0.34, -0.78, -0.24)  0.074
O (1.51, -1.58, -0.49)  0.219
H (0.82, 0.96, 0.83)  0.055
H (-0.72, 0.37, 1.43)  0.002
H (0.23, -0.10, -1.08)  0.000
H (-0.55, -1.41, -0.30)  0.019
C (3.87, 2.26, 1.58)  0.000
O (3.80, 2.02, 0.19)  0.001
C (3.25, 2.83, -0.75)  0.000
O (3.29, 2.55, -1.94)  0.000
O (2.68, 3.88, -0.24)  0.000
C (2.21, 4.90, -1.02)  0.000
H (4.20, 3.29, 1.78)  0.000
H (4.64, 1.54, 1.87)  0.000
H (3.01, 1.97, 2.18)  0.000
H (2.93, 5.61, -1.42)  0.000
H (1.42, 5.50, -0.57)  0.000
H (1.83, 4.54, -1.98)  0.000
C (-1.09, 3.88, 0.87)  0.001
O (-0.78, 5.19, 0.79)  0.001
C (-0.74, 5.97, 1.93)  0.000
O (-0.60, 5.61, 3.09)  0.000
O (-0.59, 7.25, 1.54)  0.000
C (-0.14, 8.25, 2.49)  0.000
H (-1.39, 3.61, 1.89)  0.000
H (-0.12, 3.39, 0.77)  0.001
H (-1.81, 3.49, 0.15)  0.000
H (0.21, 9.17, 2.03)  0.000
H (0.74, 7.85, 3.00)  0.000
H (-0.91, 8.61, 3.17)  0.000
C (-0.87, -4.22, 5.38)  0.000
O (0.07, -3.73, 4.38)  0.001
C (-0.18, -3.79, 3.11)  0.004
O (0.68, -3.69, 2.18)  0.029
O (-1.49, -3.73, 2.88)  0.002
C (-2.00, -3.72, 1.57)  0.001
H (-1.92, -3.94, 5.38)  0.000
H (-0.41, -4.10, 6.36)  0.000
H (-1.02, -5.29, 5.22)  0.000
H (-2.09, -4.73, 1.17)  0.000
H (-1.43, -3.17, 0.82)  0.001
H (-2.97, -3.22, 1.60)  0.000
C (1.15, -4.48, -2.12)  0.000
O (2.07, -5.17, -3.00)  0.000
C (3.27, -4.74, -3.38)  0.000
O (3.72, -3.60, -3.15)  0.000
O (3.84, -5.72, -4.10)  0.000
C (5.14, -5.59, -4.60)  0.000
H (0.32, -5.19, -2.07)  0.000
H (0.74, -3.53, -2.47)  0.000
H (1.65, -4.24, -1.18)  0.000
H (5.07, -5.01, -5.52)  0.000
H (5.65, -6.54, -4.77)  0.000
H (5.69, -5.00, -3.87)  0.000
C (-3.29, -1.69, -1.52)  0.001
O (-4.32, -0.69, -1.33)  0.000
C (-4.99, -0.19, -2.43)  0.000
O (-4.75, -0.55, -3.52)  0.000
O (-5.93, 0.72, -1.99)  0.000
C (-6.96, 1.20, -2.88)  0.000
H (-3.04, -2.11, -0.55)  0.000
H (-2.36, -1.25, -1.88)  0.001
H (-3.61, -2.42, -2.27)  0.000
H (-6.98, 0.57, -3.77)  0.000
H (-7.00, 2.28, -3.03)  0.000
H (-7.89, 0.87, -2.41)  0.000

Results
HOMO energy (spin up / spin down): -16.3 / -16.3 eV
Net charge: +3
Spin multiplicity: 6
Frontier orbital gap (spin up / spin down): 5.927 / 3.503 eV

---

# H16NO6

A cluster of 7 separate species, H16NO6 in total (the ωB97M-V functional and the def2-TZVPD basis, OMol25).

Last column: natural (NBO) charge in e.
Geometry (Å):
N (0.58, 0.78, -0.16)  -0.883
H (1.48, 1.05, -0.54)  0.443
H (0.34, 0.15, -0.94)  0.462
H (0.50, 0.31, 0.75)  0.483
H (-0.06, 1.58, -0.20)  0.455
H (-1.62, 2.12, 1.87)  0.504
H (-0.42, 1.82, 2.90)  0.488
O (-0.67, 2.04, 2.02)  -0.988
H (0.76, -0.40, 2.87)  0.470
H (1.14, -1.71, 2.22)  0.510
O (0.46, -1.00, 2.18)  -0.967
H (1.40, -2.07, -0.62)  0.498
H (2.80, -1.71, -1.14)  0.487
O (1.90, -1.40, -1.14)  -0.985
H (-3.02, 2.85, -0.91)  0.480
H (-3.48, 1.41, -1.10)  0.483
O (-2.68, 1.95, -0.88)  -0.961
H (0.50, -3.80, 1.54)  0.505
H (1.99, -3.84, 0.97)  0.500
O (1.23, -3.27, 1.19)  -0.985
H (-0.42, 1.36, -3.92)  0.474
H (-1.80, 0.93, -3.64)  0.477
O (-0.92, 0.84, -3.29)  -0.950

Results
HOMO energy: -14.4 eV
Net charge: +1
Frontier orbital gap: 11.764 eV

---

# C4H6O2

A structure of composition C4H6O2 (the ωB97M-V functional and the def2-TZVPD basis, OMol25).

Last column: natural (NBO) charge in e.
Geometry (Å):
O (-0.20, 2.41, -0.72)  -0.510
C (-0.85, 1.39, -0.59)  0.420
C (-0.27, 0.00, -0.75)  -0.009
C (1.02, -0.27, 0.04)  -0.441
C (0.08, -0.98, 1.01)  -0.061
O (-1.00, -0.93, 0.06)  -0.522
H (-1.93, 1.40, -0.35)  0.118
H (-0.27, -0.27, -1.81)  0.205
H (1.57, 0.61, 0.39)  0.226
H (1.70, -0.95, -0.48)  0.217
H (-0.17, -0.40, 1.91)  0.172
H (0.33, -2.01, 1.30)  0.184

Results
HOMO energy: -9.7 eV
Net charge: 0
Frontier orbital gap: 10.540 eV

---

# C3H4OS

An isolated molecule of C3H4OS (the ωB97M-V functional and the def2-TZVPD basis, OMol25).

Last column: natural (NBO) charge in e.
Geometry (Å):
C (-0.73, 0.10, -0.02)  0.135
C (-1.40, -1.00, 0.20)  -0.499
C (0.34, 1.00, 0.00)  -0.688
O (2.37, -0.38, -0.73)  -0.803
S (1.86, 0.00, 0.62)  0.890
H (-0.90, -1.82, 0.55)  0.212
H (-2.41, -1.10, -0.19)  0.224
H (0.63, 1.17, -1.04)  0.273
H (0.24, 2.02, 0.61)  0.256

Results
HOMO energy (spin up / spin down): -8.9 / -7.7 eV
Net charge: 0
Frontier orbital gap (spin up / spin down): 8.617 / 6.774 eV

---

# C2H4N5O5

The ion C2H4N5O5 with charge +1 (the ωB97M-V functional and the def2-TZVPD basis, OMol25).

Last column: natural (NBO) charge in e.
Geometry (Å):
O (-1.72, 3.09, -0.85)  -0.355
C (-1.29, 2.26, -1.56)  0.489
N (0.22, 2.23, -2.00)  0.341
O (0.73, 2.85, -2.88)  -0.178
N (0.73, 1.31, -1.23)  -0.028
O (-0.26, 0.70, -0.41)  -0.221
N (0.32, -0.36, 0.31)  -0.187
C (-0.54, -0.95, 1.09)  0.243
N (-0.12, -2.09, 1.74)  -0.497
N (1.21, -2.65, 1.84)  0.682
O (2.01, -2.26, 1.10)  -0.331
O (1.32, -3.58, 2.50)  -0.295
H (-1.91, 1.59, -2.13)  0.205
H (1.64, 0.88, -1.25)  0.460
H (-1.54, -0.65, 1.14)  0.226
H (-0.80, -2.38, 2.58)  0.446

Results
HOMO energy: -14.2 eV
Net charge: +1
Frontier orbital gap: 8.182 eV
SMILES: O=C[N+](=O)NO/N=C/N[N+](=O)[O-]

---

# CH3F2OPS

An isolated molecule of CH3F2OPS (the ωB97M-V functional and the def2-TZVPD basis, OMol25).

Last column: natural (NBO) charge in e.
Geometry (Å):
C (-0.13, -0.05, 0.33)  -0.280
O (-1.41, -0.01, 0.98)  -0.732
P (-3.05, 0.24, -0.05)  1.946
F (-3.36, 1.59, 0.72)  -0.540
F (-2.61, 0.92, -1.45)  -0.535
S (-4.30, -1.23, 0.10)  -0.418
H (0.00, -1.13, -0.10)  0.171
H (0.67, 0.05, 1.06)  0.199
H (0.26, 0.70, -0.42)  0.189

Results
HOMO energy: -10.4 eV
Net charge: 0
Frontier orbital gap: 10.095 eV
SMILES: COP(F)(F)=S

---

# C5H7NO

A structure of composition C5H7NO (the ωB97M-V functional and the def2-TZVPD basis, OMol25).

Last column: natural (NBO) charge in e.
Geometry (Å):
N (1.68, -1.83, 0.67)  -0.710
C (1.10, -0.81, 0.17)  0.550
O (1.51, 0.21, -0.59)  -0.586
C (0.23, 1.57, -0.26)  -0.001
C (-0.87, 0.76, 0.27)  -0.332
C (-1.32, -0.38, -0.59)  -0.389
C (-0.35, -0.67, 0.50)  -0.244
H (2.65, -1.95, 0.40)  0.346
H (0.39, 1.71, -1.30)  0.210
H (0.40, 2.49, 0.33)  0.210
H (-1.51, 1.15, 1.07)  0.244
H (-0.94, -0.35, -1.61)  0.229
H (-2.33, -0.74, -0.46)  0.230
H (-0.66, -1.18, 1.39)  0.244

Results
HOMO energy: -9.4 eV
Net charge: 0
Frontier orbital gap: 9.499 eV

---

# C2H7FNPS

An isolated molecule of C2H7FNPS (the ωB97M-V functional and the def2-TZVPD basis, OMol25).

Last column: natural (NBO) charge in e.
Geometry (Å):
C (0.18, 0.82, -1.62)  -0.439
N (-0.82, 1.10, -0.63)  -0.792
P (-0.89, -0.36, 0.94)  1.574
C (0.84, -0.94, 1.15)  -0.994
F (-1.40, -1.56, -0.04)  -0.575
S (-2.03, -0.09, 2.46)  -0.476
H (-0.04, 1.46, -2.48)  0.211
H (1.21, 1.01, -1.30)  0.167
H (0.07, -0.21, -1.95)  0.202
H (-0.63, 1.96, -0.12)  0.357
H (0.82, -1.88, 1.71)  0.262
H (1.29, -1.11, 0.17)  0.252
H (1.40, -0.20, 1.71)  0.253

Results
HOMO energy: -9.2 eV
Net charge: 0
Frontier orbital gap: 9.613 eV
SMILES: CN[P@](C)(F)=S